{
  "formula": "C28H27N5O2Pd",
  "method": "ωB97M-V/def2-TZVPD",
  "homo_energy_ev": -8.2916,
  "homo_lumo_gap_ev": 8.206,
  "energy_ha": -1635.45381,
  "de_lowest_ev": 0.000,
  "fmax_ev_per_a": 0.37,
  "species": ["Pd", "C", "C", "C", "C", "C", "C", "C", "C", "N", "C", "O", "C", "C", "C", "C", "C", "N", "C", "O", "N", "C", "C", "C", "C", "C", "C", "C", "C", "H", "H", "H", "H", "H", "H", "H", "H", "H", "H", "H", "H", "H", "H", "H", "H", "H", "H", "H", "H", "H", "N", "C", "C", "C", "C", "C", "N", "H", "H", "H", "H", "H", "H"],
  "xyz": [[-0.049, -0.014, -0.178], [-1.581, -3.288, -0.447], [-1.821, -3.019, 1.012], [-2.927, -3.561, 1.656], [-3.118, -3.383, 3.018], [-2.187, -2.668, 3.752], [-1.078, -2.096, 3.136], [-0.072, -1.323, 3.939], [-0.913, -2.262, 1.758], [0.150, -1.600, 1.096], [1.416, -2.008, 1.308], [1.807, -2.925, 2.018], [2.416, -1.142, 0.570], [3.791, -1.250, 0.654], [4.566, -0.343, -0.060], [3.968, 0.647, -0.833], [2.588, 0.694, -0.878], [1.878, -0.198, -0.194], [1.758, 1.675, -1.682], [2.304, 2.538, -2.356], [0.438, 1.436, -1.552], [-0.459, 2.184, -2.358], [-0.604, 1.851, -3.709], [0.283, 0.815, -4.354], [-1.585, 2.500, -4.454], [-2.390, 3.468, -3.876], [-2.211, 3.810, -2.544], [-1.245, 3.179, -1.772], [-1.020, 3.553, -0.334], [-2.403, -3.866, -0.869], [-0.657, -3.853, -0.585], [-1.478, -2.370, -1.027], [-3.637, -4.144, 1.081], [-3.981, -3.816, 3.508], [-2.319, -2.541, 4.821], [-0.472, -1.071, 4.921], [0.217, -0.400, 3.431], [0.840, -1.908, 4.069], [4.214, -2.028, 1.273], [5.645, -0.405, -0.010], [4.532, 1.378, -1.395], [1.307, 0.893, -3.997], [0.286, 0.947, -5.435], [-0.054, -0.206, -4.147], [-1.702, 2.252, -5.502], [-3.147, 3.967, -4.467], [-2.828, 4.579, -2.095], [-1.820, 4.197, 0.031], [-0.072, 4.084, -0.225], [-0.966, 2.665, 0.298], [-2.712, -0.128, -2.093], [-3.087, 0.004, -0.792], [-4.436, -0.072, -0.404], [-4.760, 0.063, 0.919], [-3.751, 0.286, 1.860], [-2.458, 0.326, 1.413], [-2.120, 0.174, 0.114], [-3.432, -0.045, -2.789], [-1.820, 0.267, -2.357], [-5.191, -0.236, -1.160], [-5.795, -0.003, 1.230], [-3.962, 0.389, 2.913], [-1.632, 0.453, 2.100]],
  "forces_ev_per_a": [[-0.2, -0.1, -0.1], [0.0, 0.0, 0.0], [0.0, -0.1, 0.0], [0.0, 0.0, 0.0], [0.0, 0.0, 0.0], [0.0, 0.0, 0.0], [0.0, 0.0, 0.1], [0.0, 0.0, 0.0], [0.1, 0.0, 0.1], [0.0, 0.0, -0.2], [0.0, 0.1, 0.2], [0.0, 0.0, -0.1], [0.1, 0.0, -0.1], [0.0, 0.0, 0.0], [0.0, 0.0, 0.0], [0.0, 0.0, 0.0], [0.0, -0.1, -0.1], [0.1, 0.1, 0.0], [0.0, 0.0, 0.1], [0.0, -0.1, 0.0], [-0.1, 0.1, 0.1], [0.0, -0.1, 0.0], [0.1, 0.0, -0.1], [-0.1, 0.0, 0.1], [0.1, 0.0, 0.0], [0.0, 0.0, 0.0], [-0.1, 0.0, 0.0], [0.0, 0.0, 0.1], [0.0, 0.0, 0.0], [0.0, 0.0, 0.0], [0.0, 0.0, 0.0], [0.0, 0.0, 0.0], [0.0, 0.0, 0.0], [0.0, 0.0, 0.0], [0.0, 0.0, 0.0], [0.0, 0.0, 0.0], [0.0, 0.0, 0.0], [0.0, 0.0, 0.0], [0.0, 0.0, 0.0], [0.0, 0.0, 0.0], [0.0, 0.0, 0.0], [0.0, 0.1, -0.1], [0.0, 0.0, 0.0], [0.0, 0.0, 0.0], [0.0, 0.0, 0.0], [0.0, 0.0, 0.0], [0.0, 0.0, 0.0], [0.0, 0.0, 0.0], [0.0, 0.0, 0.0], [0.0, 0.1, 0.0], [-0.1, -0.2, 0.0], [0.1, 0.1, -0.2], [0.0, 0.0, -0.1], [0.0, 0.0, 0.0], [0.0, 0.0, 0.0], [-0.1, -0.1, -0.1], [0.3, 0.1, 0.2], [0.0, 0.1, 0.0], [0.0, 0.0, 0.0], [0.0, 0.0, 0.0], [0.0, 0.0, 0.0], [0.0, 0.0, 0.0], [0.0, 0.0, 0.0]]
}